Formula: C5H8O5S
Source: the Open Molecules 2025 dataset
Level of theory: ωB97M-V/def2-TZVPD

```
19
Properties=species:S:1:pos:R:3:forces:R:3
C 0.10768 -0.51432 0.71697 -1.9 -1.0 0.1
C -1.79337 0.65359 -1.43958 -3.3 -1.7 -0.9
C -2.23825 -0.13412 -0.24395 1.0 -3.5 0.4
C -1.36427 0.14794 1.03102 2.1 0.0 -2.5
C 2.19517 0.45985 -0.51859 0.9 -1.2 1.1
O 0.66192 -0.69084 2.03189 -3.8 1.3 0.2
O 4.15365 -1.36726 -0.93407 1.3 0.2 -0.9
O 0.99596 0.51869 -0.07067 -2.7 0.9 1.5
O 3.71524 -0.56955 1.40213 0.4 0.4 0.1
O 2.64950 1.36285 -1.16949 0.9 0.7 -1.1
S 3.16315 -1.10062 0.11335 -1.7 -0.5 0.3
H -0.78791 0.52888 -1.45407 3.2 0.8 -0.4
H -2.19705 0.17203 -2.38243 0.2 0.6 0.8
H -2.28814 1.58941 -1.29513 0.7 1.3 -0.4
H -2.31432 -1.28984 -0.55186 0.9 2.1 1.0
H -3.24164 0.05203 -0.11518 -2.7 0.8 0.9
H -1.66952 -0.33786 1.96248 -0.2 0.1 -0.3
H -1.26817 1.27224 1.13233 -0.2 -0.8 0.2
H 1.52037 -0.75311 1.78487 4.8 -0.8 -0.1
```
Positions in Å, forces in eV/Å.

## Properties
Net charge: -2
E_HOMO (eV): 1.50
Orbital gap (eV): 4.795

Here are the Mulliken charges for atoms 1 to 4, given in e:
1. C -0.8867
2. C -1.0031
3. C -0.6787
4. C -0.4971


Formula: C5H8OS
Source: the Open Molecules 2025 dataset
Level of theory: ωB97M-V/def2-TZVPD

```
15
Properties=species:S:1:pos:R:3:forces:R:3
C -0.43892 1.14047 -0.19511 1.4 1.3 -0.2
C -1.66411 1.24457 0.25742 0.8 -3.1 -1.6
C 0.09501 -0.25538 -0.19237 1.1 -1.6 1.0
C 0.54043 -0.47730 1.29649 0.1 -1.1 -3.0
C 1.13671 -0.66232 -1.26222 -0.5 1.4 -0.7
O -1.02759 -1.16851 -0.35180 -1.8 1.8 0.1
S -2.46418 -0.28773 0.20650 0.8 -1.6 0.0
H 0.18263 2.03587 -0.30846 0.0 -0.6 0.0
H -2.19465 2.04972 0.52578 -1.8 3.0 0.8
H 0.57725 -1.51268 1.55230 0.5 -0.7 0.0
H -0.23139 -0.05600 1.79797 -2.2 1.2 2.1
H 1.40087 0.07201 1.45138 2.0 0.9 0.7
H 1.50990 -1.69366 -1.19774 -0.3 0.4 0.2
H 1.97661 0.06323 -1.37081 -0.4 -0.6 0.7
H 0.60143 -0.49229 -2.20933 0.2 -0.6 0.0
```
Positions in Å, forces in eV/Å.

## Properties
SMILES string: CC1(C)C=CSO1
Net charge: 0
E_HOMO (eV): -8.01
Orbital gap (eV): 8.629

Here are the Mulliken charges for atoms 1 to 4, given in e:
1. C -0.9469
2. C -0.1158
3. C 1.3818
4. C -1.4782


Formula: C5H8OS
Source: the Open Molecules 2025 dataset
Level of theory: ωB97M-V/def2-TZVPD

```
15
Properties=species:S:1:pos:R:3:forces:R:3
C 1.27315 -0.37655 0.18019 0.6 -0.8 0.6
C 2.55559 0.35420 0.22597 -0.2 0.1 -1.3
C 0.31917 -0.03074 1.32406 -1.8 -2.9 2.4
C -0.21510 0.38072 0.04365 1.7 -0.6 -0.5
C -1.13988 -0.51260 -0.78197 -1.3 -0.3 -0.2
O -0.27208 1.75353 -0.18727 0.1 -1.0 0.6
S 4.06348 0.07848 -0.36609 -1.1 -0.5 0.4
H 1.31421 -1.48531 -0.05629 -0.1 1.6 -0.1
H 2.42081 1.34969 0.59359 -0.2 0.6 0.5
H -0.23373 -0.92831 1.91366 1.3 1.9 -1.7
H 0.61781 0.65860 2.10487 0.1 0.5 -0.5
H -2.07180 -0.78970 -0.15534 1.3 0.4 -1.1
H -0.60819 -1.47175 -1.09969 -0.9 1.4 0.4
H -1.50092 0.06567 -1.71975 0.6 -1.1 1.4
H -0.58007 1.80377 -1.07977 -0.2 0.6 -1.0
```
Positions in Å, forces in eV/Å.

## Properties
SMILES string: C[C@@]1(O)C[C@@H]1C=S
Net charge: 0
E_HOMO (eV): -8.30
Orbital gap (eV): 8.365

Here are the Mulliken charges for atoms 1 to 4, given in e:
1. C -0.0591
2. C -0.6142
3. C -0.6327
4. C 0.8520


Formula: C5H8OS2
Source: the Open Molecules 2025 dataset
Level of theory: ωB97M-V/def2-TZVPD

```
16
Properties=species:S:1:pos:R:3:forces:R:3
C -1.28407 0.89695 1.21152 0.8 0.3 -1.1
C -1.62706 -0.73430 -0.48344 -0.4 0.8 -0.3
C 0.97119 0.28680 -1.01685 0.7 0.7 -0.5
C 1.78182 -0.81948 -0.42566 -0.8 -0.7 0.2
C 1.35460 0.34538 0.44433 -0.2 -0.3 -0.1
H -0.97472 1.77711 0.57478 -0.3 -0.9 0.5
H -1.82127 1.24550 2.05730 -0.4 0.4 0.8
H -1.02959 -1.52492 -0.08302 0.5 -0.5 0.4
H -2.48277 -1.14635 -0.99888 -0.1 -0.2 -0.3
H 1.55463 1.00312 -1.64435 -0.6 -0.6 0.6
H 1.24083 -1.77311 -0.24590 0.6 0.7 -0.1
H 2.82402 -0.90568 -0.69139 0.0 -0.1 -0.1
H 2.11685 1.05888 0.68958 0.2 0.3 0.0
O -2.19092 0.05401 0.53715 0.4 0.1 0.0
S -0.66611 0.15727 -1.74007 0.0 -0.1 0.2
S 0.23258 0.07881 1.81492 -0.3 0.1 -0.3
```
Positions in Å, forces in eV/Å.

## Properties
SMILES string: C1OCS[C@@H]2C[C@@H]2S1
Net charge: 0
E_HOMO (eV): -8.88
Orbital gap (eV): 9.622

Here are the Mulliken charges for atoms 1 to 4, given in e:
1. C -0.4265
2. C -0.4661
3. C -0.0926
4. C -0.6246


Formula: C5H8OSi
Source: the Open Molecules 2025 dataset
Level of theory: ωB97M-V/def2-TZVPD

```
15
Properties=species:S:1:pos:R:3:forces:R:3
C 1.10534 -1.09825 0.08028 9.0 1.5 0.4
C 1.87437 0.07361 -0.46951 -3.3 -4.1 -0.6
C -0.21031 -1.24926 -0.09960 -7.7 2.3 -2.2
C 2.68640 0.77766 0.22725 2.2 2.9 3.1
C -2.63258 0.56253 0.71457 1.1 0.4 -2.2
O -2.93266 -0.37741 -0.34278 -0.9 -0.9 0.0
Si -1.38855 0.13666 -0.59683 0.3 -0.7 1.2
H 1.74625 -1.91387 0.39811 -0.1 0.1 0.7
H 1.63553 0.26999 -1.48437 -0.2 0.7 -1.1
H -0.75506 -2.13984 -0.10405 -0.4 -1.7 -0.1
H 3.11963 1.70800 -0.17833 0.0 -0.7 0.2
H -2.44819 0.16355 1.65442 -0.1 -0.8 1.7
H -3.21455 1.43844 0.61612 -0.6 0.9 0.3
H 2.75989 0.63225 1.34665 0.2 0.0 -1.5
H -1.34551 1.01592 -1.76191 0.5 0.1 -0.2
```
Positions in Å, forces in eV/Å.

## Properties
Net charge: 0
Spin multiplicity: 3
E_HOMO (spin up / spin down) (eV): -6.05 / -9.10
Orbital gap (spin up / spin down) (eV): 7.022 / 6.274

Here are the Mulliken charges for atoms 1 to 4, given in e:
1. C -0.4635
2. C -0.1729
3. C -0.6513
4. C -0.6516


Formula: C5H8P2
Source: the Open Molecules 2025 dataset
Level of theory: ωB97M-V/def2-TZVPD

```
15
Properties=species:S:1:pos:R:3:forces:R:3
C -1.95977 -0.59784 -0.17633 0.1 -0.5 0.2
C -0.70006 -0.93547 0.15388 -0.2 0.3 0.0
C -2.06219 0.69037 -0.77626 0.5 0.9 -0.5
C 0.29858 0.12821 -0.11275 1.8 -1.2 -0.6
C 1.68605 -0.54541 -0.77507 -1.9 1.6 0.7
P -0.58943 1.51000 -0.98803 -0.3 -0.6 0.3
P 0.78553 0.77792 1.59947 0.0 -0.3 -0.2
H -2.82024 -1.22777 -0.02258 -0.1 -0.2 0.1
H -0.39733 -1.87381 0.59208 0.0 -0.1 0.1
H -3.01244 1.10389 -1.07506 -0.1 0.1 0.0
H 1.84029 -0.09697 -1.75041 0.1 -0.1 -0.1
H 1.53690 -1.60957 -0.87105 0.0 -0.2 0.0
H 2.53488 -0.32749 -0.13445 0.1 -0.1 0.0
H -0.49957 1.20644 1.95496 -0.3 0.1 0.2
H 1.15675 2.06634 1.19756 0.3 0.3 0.0
```
Positions in Å, forces in eV/Å.

## Properties
SMILES string: C[C@]1(P)C=CC=P1
Net charge: 0
E_HOMO (eV): -8.21
Orbital gap (eV): 8.144

Here are the Mulliken charges for atoms 1 to 4, given in e:
1. C -0.3489
2. C -0.8675
3. C -0.3196
4. C 0.5443